[1]
Formula: C30H25BN12O5STi
Source: the Open Molecules 2025 dataset
Level of theory: wB97M-V/def2-TZVPD

Last column: Mulliken charge in e.
Cartesian coordinates (Å):
Ti -0.3833 0.4890 -0.0214  -1.51
C -1.5305 -1.6617 3.4543  -1.47
C -0.9792 -1.6641 2.1883  -0.16
N -1.2792 -0.5245 1.5410  0.86
N -2.0319 0.2179 2.3977  0.02
C -2.1913 -0.4431 3.5429  0.10
B -2.6504 1.5852 1.9636  0.94
N -1.4802 2.6321 1.8629  -0.12
C -1.3247 3.8965 2.2709  0.13
C -0.0675 4.3455 1.9051  -1.70
C 0.4970 3.2706 1.2443  -0.36
N -0.3537 2.2342 1.2044  1.00
N -3.1909 1.4151 0.4986  0.23
C -4.4287 1.5488 0.0186  0.11
C -4.3923 1.4075 -1.3612  -1.57
C -3.0602 1.1793 -1.6479  -0.29
N -2.3198 1.1796 -0.5248  0.43
N -3.7618 1.9168 2.9186  0.09
C -4.0430 2.9337 3.7864  -0.03
C -5.2502 2.6739 4.3667  -0.87
C -5.6609 1.4532 3.7890  -0.38
N -4.7744 0.9949 2.9270  -1.03
H -1.4749 -2.4323 4.2044  0.45
H -0.3905 -2.4289 1.7056  0.52
H -2.7798 -0.0255 4.3441  0.47
H -2.1075 4.4316 2.7753  0.44
H 0.3634 5.3147 2.0901  0.47
H 1.4847 3.1876 0.8147  0.49
H -5.2584 1.7318 0.6815  0.51
H -5.2190 1.4625 -2.0488  0.45
H -2.5970 1.0467 -2.6144  0.53
H -3.3673 3.7450 3.9839  0.37
H -5.7659 3.2740 5.0988  0.44
H -6.5639 0.8894 3.9771  0.50
O 4.5605 -4.1786 1.4461  -0.67
N 4.2569 -4.2231 0.2670  1.10
O 4.6868 -5.0034 -0.5380  -0.59
C 3.2025 -3.2692 -0.1946  -0.31
C 2.5838 -3.5781 -1.3380  -0.80
C 1.4391 -2.8285 -1.7648  1.76
C 0.6957 -3.2014 -2.9002  -0.75
C -0.4736 -2.5389 -3.1669  -1.18
C -0.8776 -1.5208 -2.3163  -0.46
N -0.1625 -1.0996 -1.2809  0.84
C 1.0117 -1.7474 -1.0116  -0.96
C 1.7981 -1.3049 0.1254  0.11
N 1.4121 -0.1473 0.7401  1.63
C 2.0588 0.2361 1.8286  -0.60
C 3.1486 -0.4622 2.3307  -1.32
C 3.5622 -1.6117 1.7085  -0.87
C 2.8619 -2.0922 0.5797  0.86
H 2.9095 -4.4368 -1.9102  0.58
H 1.0565 -3.9940 -3.5417  0.50
H -1.0856 -2.7980 -4.0194  0.51
H -1.8361 -1.0420 -2.4594  0.52
H 1.7014 1.1344 2.3116  0.54
H 3.6632 -0.0907 3.2058  0.50
H 4.4139 -2.1555 2.0827  0.65
N 0.4168 1.8094 -1.7205  -0.22
C 1.4176 1.1055 -2.5151  0.27
C 1.1233 0.5629 -3.7491  -0.49
C 2.0334 -0.3148 -4.3254  -0.92
C 3.2322 -0.6080 -3.6745  -0.42
C 3.5704 0.0658 -2.5088  -0.66
C 2.6543 0.9211 -1.9242  -0.19
S 4.2267 -1.9899 -4.1974  1.33
O 4.1603 -1.9989 -5.6408  -0.72
O 3.5095 -3.1164 -3.5690  -0.58
O 5.5308 -1.7575 -3.6098  -0.74
H -0.3629 2.1623 -2.2659  0.37
H 0.8456 2.6327 -1.3107  0.42
H 0.1624 0.7586 -4.2220  0.41
H 1.8125 -0.8201 -5.2587  0.54
H 4.5306 -0.1446 -2.0507  0.64
H 2.8814 1.4089 -0.9791  0.31

Cartesian forces (eV/Å) of the 3 atoms listed first:
Ti -1.04 1.85 0.01
C -0.06 0.07 0.13
C -0.01 0.06 -0.17

* ⟨S²⟩: 0.75
* DFT total energy: -94258.23953 eV
* 2S+1: 2
* ΔE to the lowest compared entry with this formula, charge and spin: 19.2 kcal/mol
* LUMO energy (alpha / beta): -4.48 / -4.43 eV
* charge: +1
* highest occupied orbital energy (alpha / beta): -10.484 / -10.484 eV

[2]
Formula: C30H25Br2MnN5O10
Source: the Open Molecules 2025 dataset
Level of theory: wB97M-V/def2-TZVPD

Last column: Mulliken charge in e.
Cartesian coordinates (Å):
Mn 0.2602 -0.4457 -0.1182  0.89
Br 1.9240 -0.5818 -1.9883  -0.66
Br -1.5414 -0.3623 1.7988  -0.64
C -3.7619 -2.1030 -5.8407  -0.36
C -2.6200 -2.5638 -5.2253  -0.70
C -2.2424 -2.0032 -3.9976  -0.14
C -2.9349 -0.9417 -3.4673  0.03
C -4.0869 -0.4822 -4.0928  -0.35
C -4.4898 -1.0658 -5.2639  -0.46
N -2.4618 -0.3638 -2.2152  0.89
O -3.1309 0.5174 -1.7251  -0.58
O -1.3981 -0.7378 -1.7803  -0.35
H -4.1546 -2.5348 -6.7533  0.38
H -2.0252 -3.3778 -5.6125  0.41
H -1.4312 -2.4466 -3.4306  0.40
H -4.6566 0.3604 -3.7232  0.44
H -5.3194 -0.5913 -5.7726  0.35
C 6.4016 -1.6410 2.1704  -0.32
C 5.6772 -1.8555 1.0039  -0.62
C 4.2992 -2.0270 1.0758  -0.27
C 3.6875 -1.8574 2.3172  0.24
C 4.4240 -1.7249 3.4805  -0.42
C 5.8078 -1.6075 3.4238  -0.54
N 2.2482 -1.8172 2.4040  0.72
O 1.6860 -2.0975 3.4327  -0.59
O 1.6662 -1.4359 1.4024  -0.13
H 7.4737 -1.4910 2.1126  0.37
H 6.1316 -1.8959 0.0253  0.41
H 3.6499 -2.2068 0.2279  0.34
H 3.8461 -1.6792 4.3958  0.44
H 6.3207 -1.4830 4.3650  0.39
C -1.6073 -6.7125 1.9340  -0.42
C -0.9793 -7.0379 0.7400  -0.48
C -0.6424 -6.0516 -0.1679  -0.49
C -0.8307 -4.7285 0.2042  0.16
C -1.4047 -4.3661 1.4108  -0.07
C -1.7785 -5.3667 2.2896  -0.67
N -0.3758 -3.6919 -0.7081  0.79
O -0.2637 -2.5878 -0.2094  -0.01
O -0.1817 -3.9380 -1.8726  -0.61
H -1.8537 -7.5466 2.5776  0.38
H -0.8734 -8.0958 0.5384  0.36
H -0.2715 -6.2843 -1.1562  0.46
H -1.4788 -3.3400 1.7553  0.39
H -2.2031 -5.0668 3.2369  0.41
C -2.6905 5.7793 0.3862  -0.45
C -1.8446 6.0396 -0.6720  -0.65
C -1.2062 4.9734 -1.2854  -0.29
C -1.4174 3.6948 -0.8241  0.17
C -2.2792 3.4219 0.2189  -0.13
C -2.9118 4.4826 0.8544  -0.87
N -0.6690 2.5915 -1.4172  0.76
O -0.2190 2.7124 -2.5377  -0.64
O -0.5356 1.5938 -0.7201  0.03
H -3.1822 6.5791 0.9293  0.39
H -1.6552 7.0404 -1.0331  0.44
H -0.5232 5.1636 -2.1036  0.53
H -2.5107 2.3919 0.4688  0.39
H -3.6526 4.2989 1.6181  0.44
C 1.4611 6.0582 1.3160  -0.56
C 1.0132 5.5465 2.5201  -0.38
C 0.9833 4.1861 2.7712  -0.60
C 1.5184 3.3541 1.7869  0.20
C 1.9010 3.8228 0.5405  -0.40
C 1.8901 5.1915 0.3274  -0.42
N 1.5502 1.9152 2.0257  0.94
O 1.4907 1.1604 1.0789  -0.32
O 1.6776 1.5519 3.1726  -0.59
H 1.4254 7.1338 1.2021  0.43
H 0.7638 6.2295 3.3234  0.40
H 0.6244 3.7853 3.7067  0.51
H 2.3316 3.1447 -0.1855  0.45
H 2.1624 5.5152 -0.6701  0.42

Cartesian forces (eV/Å) of the 3 atoms listed first:
Mn -0.31 0.18 0.21
Br 0.16 0.00 0.10
Br 0.11 0.12 -0.25

* ⟨S²⟩: 8.75
* DFT total energy: -230835.92746 eV
* 2S+1: 6
* ΔE to the lowest compared entry with this formula, charge and spin: 0.0 kcal/mol
* LUMO energy (alpha / beta): -0.59 / -0.64 eV
* charge: 0
* highest occupied orbital energy (alpha / beta): -7.843 / -8.008 eV

[3]
Formula: C30H25BrClN4O5Ru
Source: the Open Molecules 2025 dataset
Level of theory: wB97M-V/def2-TZVPD

Last column: Mulliken charge in e.
Cartesian coordinates (Å):
Ru -1.8200 0.7036 0.7370  0.95
O -5.8734 -0.2337 -0.1753  -0.67
C -4.6859 -0.3276 0.1585  0.26
O -3.8955 0.5850 0.6448  -0.77
C -3.9718 -1.6933 0.0382  0.40
C -4.5995 -2.8564 -0.4292  -0.25
C -3.8621 -4.0298 -0.4639  -0.46
C -2.5517 -3.9675 -0.0579  -0.36
C -2.0075 -2.7864 0.3684  -0.44
N -2.6914 -1.6412 0.4248  -0.13
H -5.6887 -2.6887 -0.7049  0.37
H -4.3876 -4.9077 -0.8696  0.39
H -1.8683 -4.8297 -0.0439  0.37
H -0.9997 -2.6904 0.6654  0.61
C -0.9331 6.9190 -1.0835  -1.04
N -0.6337 5.4497 -1.1526  -0.02
N -0.8002 4.8769 0.0911  0.57
C -1.3731 3.6448 -0.0605  0.74
O -1.5173 2.8910 0.9180  -0.83
C -1.6710 3.4819 -1.4552  -0.74
C -1.2075 4.5788 -2.0676  0.29
C -1.3185 4.9118 -3.5238  -1.31
C 0.1628 5.1176 1.0908  -0.35
C -0.2940 5.2279 2.4138  -0.25
C 0.6080 5.5530 3.4136  -0.84
C 1.9374 5.7744 3.0854  -0.34
C 2.4165 5.6635 1.7837  -0.77
C 1.4878 5.3340 0.7793  0.40
H -0.2922 7.3345 -0.3256  0.31
H -1.9682 7.0550 -0.7348  0.36
H -0.8344 7.3755 -2.0428  0.38
H -2.0291 2.6371 -1.9505  0.53
H -2.1686 4.3322 -3.9000  0.36
H -0.4310 4.6392 -4.0330  0.27
H -1.5337 5.9937 -3.6585  0.37
H -1.3518 5.1153 2.5892  0.48
H 0.2825 5.7694 4.4105  0.41
H 2.6254 6.1224 3.8312  0.40
H 3.4664 5.7554 1.4427  0.34
H 1.7967 5.1856 -0.2590  0.41
Cl 0.1231 -7.5963 -2.7271  -0.23
C 0.7609 -7.7673 -1.1081  0.29
C 0.6447 -8.9857 -0.4573  -0.34
C 1.0989 -9.1411 0.8485  -0.41
C 1.5834 -8.0254 1.5730  -0.55
C 1.6070 -6.7609 0.9372  -0.59
C 1.2423 -6.6366 -0.4136  1.19
C 1.2914 -5.3330 -0.9606  -1.44
H 0.1822 -9.8114 -1.0056  0.38
H 1.0785 -10.1285 1.3949  0.29
H 1.8659 -8.0708 2.6191  0.37
H 1.9640 -5.8888 1.4935  0.32
H 1.5391 -4.5285 -0.2941  0.40
H 1.2190 -5.1886 -2.0353  0.31
Br 5.4959 -0.1434 -2.3858  -0.17
C 4.3475 -0.0417 -0.8720  -0.01
C 4.8154 -0.5796 0.3093  -0.09
N 4.0682 -0.7980 1.3517  -0.60
C 2.8092 -0.4138 1.2909  -0.23
C 2.2056 0.0958 0.1668  0.00
C 3.0208 0.2425 -0.9563  -0.19
C 0.7062 0.3033 0.1932  1.39
O 0.1234 -0.0299 1.2778  -0.95
O 0.0595 0.7990 -0.7694  -0.81
H 5.8500 -0.9177 0.3196  0.35
H 2.2288 -0.6375 2.1914  0.46
H 2.5461 0.6077 -1.8759  0.46

Cartesian forces (eV/Å) of the 3 atoms listed first:
Ru -1.02 -0.59 -0.05
O 1.79 0.12 0.56
C -0.68 -0.42 -0.21

* ⟨S²⟩: 8.80
* DFT total energy: -132857.91115 eV
* 2S+1: 6
* ΔE to the lowest compared entry with this formula, charge and spin: 0.0 kcal/mol
* LUMO energy (alpha / beta): 0.34 / -0.76 eV
* charge: 0
* highest occupied orbital energy (alpha / beta): -7.586 / -8.300 eV

[4]
Formula: C30H25BrIrN6O4
Source: the Open Molecules 2025 dataset
Level of theory: wB97M-V/def2-TZVPD

Last column: Mulliken charge in e.
Cartesian coordinates (Å):
Ir -0.2730 -0.0352 -0.2561  1.16
C -3.9121 -3.8892 -1.8002  -0.44
C -4.3964 -3.5168 -0.5500  -0.69
C -3.8098 -2.4767 0.1402  -0.39
C -2.7281 -1.7994 -0.4246  0.64
C -2.2567 -2.1549 -1.6830  0.19
C -2.8453 -3.2062 -2.3640  -1.17
N -2.1022 -0.7188 0.2741  1.24
N -2.6751 -0.3117 1.3029  -0.98
C -1.9499 0.6633 1.9672  0.33
C -2.4633 1.2445 3.1096  -0.57
C -1.7006 2.1950 3.7703  -0.43
C -0.4574 2.5368 3.2617  -0.89
C -0.0191 1.9364 2.0928  0.25
N -0.7591 1.0312 1.4584  0.37
H -4.3677 -4.7142 -2.3316  0.41
H -5.2349 -4.0427 -0.1146  0.40
H -4.1635 -2.1757 1.1153  0.44
H -1.4336 -1.6131 -2.1265  0.20
H -2.4737 -3.4858 -3.3402  0.43
H -3.4375 0.9273 3.4541  0.57
H -2.0734 2.6635 4.6711  0.45
H 0.1729 3.2582 3.7612  0.49
H 0.9259 2.1889 1.6321  0.21
C 1.8052 -3.7641 -0.3079  -2.19
C 1.6903 -2.2628 -0.4915  2.07
O 0.4094 -1.8802 -0.2025  -0.94
C 2.2276 -1.7504 -1.8017  -0.44
C 2.9610 -2.5564 -2.6700  -0.90
C 3.5483 -2.0361 -3.8079  -0.88
C 3.3959 -0.6850 -4.0964  -0.54
C 2.6121 0.1087 -3.2821  -0.23
C 2.0212 -0.4079 -2.1275  0.54
O 1.2850 0.4408 -1.3850  -0.93
H 1.2941 -4.0256 0.6175  0.50
H 2.8467 -4.0674 -0.2471  0.44
H 1.3034 -4.2627 -1.1359  0.43
H 3.0931 -3.6080 -2.4570  0.42
H 4.1304 -2.6765 -4.4563  0.43
H 3.8917 -0.2524 -4.9558  0.43
H 2.4774 1.1650 -3.4820  0.48
N -3.4798 4.3853 -1.0050  -0.39
C -2.7113 3.4052 -1.5337  0.29
C -1.9857 2.5212 -0.7148  0.34
N -1.2437 1.5552 -1.2437  0.21
C -1.1845 1.4635 -2.5819  -0.11
C -1.9103 2.3374 -3.3654  -0.59
N -2.6779 3.2925 -2.8584  -0.62
H -3.5324 4.5476 -0.0179  0.19
H -3.9689 5.0006 -1.6305  0.25
H -2.0232 2.6268 0.3567  0.01
H -0.5484 0.7039 -3.0095  0.44
H -1.8811 2.2591 -4.4448  0.39
Br 3.6342 2.2977 1.1449  -0.14
C 4.3283 0.8784 2.1980  0.21
C 5.3926 1.1655 3.0357  -0.57
C 5.9625 0.1530 3.7945  -0.56
C 5.4937 -1.1460 3.6875  -0.66
C 4.4367 -1.4303 2.8383  -0.45
C 3.8353 -0.4207 2.0944  0.39
C 2.5941 -0.7371 1.3155  0.63
O 2.7444 -1.7613 0.5162  -0.28
O 1.5729 -0.0964 1.4821  -0.54
H 5.7579 2.1809 3.1041  0.43
H 6.7795 0.3863 4.4641  0.40
H 5.9319 -1.9330 4.2865  0.40
H 4.0467 -2.4370 2.7611  0.44

Cartesian forces (eV/Å) of the 3 atoms listed first:
Ir -1.38 0.96 0.08
C 0.02 0.01 0.04
C -0.03 -0.04 -0.02

* DFT total energy: -121521.64535 eV
* ΔE to the lowest compared entry with this formula, charge and spin: 64.2 kcal/mol
* LUMO energy: -4.54 eV
* charge: +1
* highest occupied orbital energy: -10.291 eV